No. 1
Molecular formula: C7H9N
Method: DFT, ωB97M-V/def2-TZVPD

Cartesian coordinates (Å):
C (-0.645, 0.662, 1.651)
C (0.497, -0.357, 1.396)
C (1.363, -1.000, -0.402)
C (0.692, -0.514, -1.744)
C (-1.211, 1.059, 0.340)
C (-0.220, 0.734, -0.508)
C (0.115, -0.722, 0.134)
H (-0.105, 1.647, 1.903)
H (-1.580, 0.439, 2.272)
H (0.768, -0.915, 2.237)
H (1.771, -1.971, -0.487)
H (0.246, -1.435, -2.232)
H (1.124, 0.311, -2.547)
H (-1.807, 1.934, 0.294)
H (0.643, 1.327, -0.630)
H (-0.720, -1.496, -0.086)
N (-0.930, 0.297, -1.591)

Forces on the atoms, in the same order (eV/Å):
C -1.049 1.657 1.535
C -1.939 1.602 1.241
C 0.945 1.659 -3.135
C 0.120 0.422 -4.499
C -0.924 1.005 2.336
C 1.073 -0.716 -0.034
C -3.030 -3.711 1.006
H -1.282 -0.745 0.275
H 2.056 -0.084 0.553
H 1.278 -1.066 0.646
H 0.530 -0.997 0.509
H 1.166 0.693 0.451
H -0.978 -2.192 1.979
H -1.084 0.370 -0.620
H 1.697 0.892 -0.053
H 0.532 1.472 0.416
N 0.891 -0.262 -2.605

Calculated values
Total energy ... -326.30803 a.u.
Kohn-Sham gap ... 6.35 eV
Multiplicity ... 1
Energy above the lowest of the compared OMol25 structures with the same formula, charge and spin ... 15.8627 eV
LUMO ... -0.9 eV
Total charge ... 0



No. 2
Molecular formula: C7H9N
Method: DFT, ωB97M-V/def2-TZVPD

Cartesian coordinates (Å):
C (-0.209, 1.627, 0.310)
C (-1.332, 1.093, 0.432)
C (-1.820, -0.333, 0.457)
C (-0.381, -0.873, 0.373)
C (0.623, -0.189, 1.195)
N (1.536, 0.480, 0.506)
C (1.447, 0.330, -0.965)
C (0.291, -0.682, -1.101)
H (0.717, 2.090, 0.433)
H (-2.176, -0.756, 1.408)
H (-2.519, -0.740, -0.149)
H (-0.440, -2.013, 0.625)
H (0.567, 0.249, 2.292)
H (2.534, 0.431, -1.333)
H (0.892, 1.205, -1.388)
H (0.532, -1.666, -1.242)
H (-0.261, -0.254, -1.854)

Forces on the atoms, in the same order (eV/Å):
C -6.063 1.244 0.973
C 0.601 1.484 -1.102
C 3.830 1.751 3.615
C -0.133 -3.787 -1.983
C 3.072 2.970 0.439
N 0.518 -2.330 1.854
C 0.080 0.511 1.004
C 1.111 -0.212 2.571
H 0.035 1.704 0.103
H -0.083 1.090 0.472
H -1.714 -0.617 -2.944
H 0.432 1.663 -0.465
H -0.091 -1.910 -2.018
H -1.815 -1.349 0.000
H 1.429 -0.070 0.399
H 1.073 -2.297 -1.432
H -2.282 0.155 -1.487

Calculated values
Total energy ... -326.61680 a.u.
Kohn-Sham gap ... 9.21 eV
Multiplicity ... 1
Energy above the lowest of the compared OMol25 structures with the same formula, charge and spin ... 7.4604 eV
LUMO ... 0.8 eV
SMILES string ... C#CC[C@@H]1C=NCC1
Total charge ... 0



No. 3
Molecular formula: C7H9N
Method: DFT, ωB97M-V/def2-TZVPD

Cartesian coordinates (Å):
C (0.531, -1.151, 0.468)
C (1.811, -0.882, 1.001)
N (1.948, 0.547, 0.621)
C (0.747, 0.524, -0.145)
C (-0.429, -0.098, 0.386)
C (-1.755, 0.386, 0.439)
C (-2.924, -0.127, 0.830)
C (0.885, 0.558, -1.660)
H (0.294, -1.981, -0.199)
H (2.664, -1.473, 0.685)
H (1.974, 1.192, 1.404)
H (-1.801, 1.437, 0.159)
H (-3.790, 0.512, 0.741)
H (-3.028, -1.115, 1.256)
H (1.674, -0.172, -1.848)
H (-0.066, 0.324, -2.124)
H (1.265, 1.519, -2.013)

Forces on the atoms, in the same order (eV/Å):
C -0.597 -1.176 0.698
C -0.240 0.393 -1.961
N 0.599 -0.382 0.983
C -1.476 -0.615 -1.426
C 1.777 1.977 0.959
C -0.259 0.096 -0.655
C 0.003 -0.275 0.159
C 0.594 1.204 0.846
H 0.154 -0.626 0.787
H -0.023 -0.199 0.321
H -0.279 0.123 0.005
H 0.085 -0.047 -0.262
H -0.153 -0.165 0.211
H -0.086 -0.083 -0.133
H -0.157 -0.097 -0.384
H 0.063 -0.133 -0.113
H -0.008 0.006 -0.036

Calculated values
Total energy ... -326.65143 a.u.
Kohn-Sham gap ... 6.36 eV
Multiplicity ... 1
Energy above the lowest of the compared OMol25 structures with the same formula, charge and spin ... 6.5182 eV
LUMO ... -0.2 eV
Total charge ... 0



No. 4
Molecular formula: C7H9N
Method: DFT, ωB97M-V/def2-TZVPD

Cartesian coordinates (Å):
C (-1.696, -0.215, -0.300)
C (-0.953, 0.899, 0.202)
C (0.484, 1.266, 0.000)
C (1.609, 0.315, -0.496)
C (1.553, -1.068, 0.410)
C (-0.968, -1.335, 0.095)
C (0.109, 0.357, 1.248)
H (-1.612, -0.362, -1.387)
H (-2.845, -0.055, -0.113)
H (-1.177, 1.862, 0.336)
H (0.415, 2.378, 0.023)
H (1.587, 0.001, -1.650)
H (2.762, 0.664, -0.398)
H (1.606, -2.098, -0.320)
H (-0.882, -2.164, -0.622)
H (-0.255, 0.517, 2.266)
N (0.262, -0.963, 0.706)

Forces on the atoms, in the same order (eV/Å):
C -4.568 1.721 -1.654
C 3.204 -1.417 0.691
C 1.950 -2.001 1.306
C 3.968 -0.572 -1.862
C 0.916 -2.802 -3.951
C 5.119 -3.817 1.832
C -3.827 3.738 -0.958
H -0.441 0.643 -0.255
H 1.834 -0.727 0.034
H -3.320 2.897 1.038
H 1.841 -1.061 0.096
H -0.455 0.510 2.381
H -2.938 0.078 -0.078
H 0.460 2.698 1.835
H 0.057 -0.035 0.932
H 1.129 -0.102 -0.095
N -4.929 0.249 -1.294

Calculated values
Total energy ... -326.56197 a.u.
Kohn-Sham gap ... 6.61 eV
Multiplicity ... 1
Energy above the lowest of the compared OMol25 structures with the same formula, charge and spin ... 8.9525 eV
LUMO ... -0.2 eV
Total charge ... 0



No. 5
Molecular formula: C7H9N
Method: DFT, ωB97M-V/def2-TZVPD

Cartesian coordinates (Å):
C (-1.544, 0.603, -0.339)
C (-1.435, -0.733, 0.429)
C (0.451, 0.376, 0.843)
C (1.886, 0.349, 0.598)
C (1.997, -0.445, -0.481)
C (0.536, -0.753, -0.757)
C (-0.125, 0.781, -0.543)
H (-1.928, 1.476, 0.303)
H (-2.123, 0.534, -1.279)
H (-1.876, -1.491, -0.178)
H (-1.935, -0.919, 1.449)
H (0.035, 0.713, 1.711)
H (2.720, 0.821, 1.319)
H (3.054, -0.452, -1.001)
H (0.147, -1.442, -1.500)
H (0.185, 1.597, -1.161)
N (-0.045, -1.013, 0.587)

Forces on the atoms, in the same order (eV/Å):
C -2.251 0.997 0.812
C -2.333 -1.314 1.503
C 0.351 -0.160 -0.924
C 3.227 0.061 1.910
C 2.819 1.319 -0.203
C -0.605 1.076 -0.731
C 1.410 -1.613 -0.359
H 0.210 -1.260 -0.941
H 0.054 0.043 0.577
H -0.360 -0.804 -0.537
H 0.517 1.057 -1.372
H -0.817 1.626 2.372
H -2.025 -1.088 -2.110
H -2.718 -0.868 0.568
H 0.443 0.067 -0.466
H 0.611 0.544 -0.071
N 1.468 0.317 -0.025

Calculated values
Total energy ... -326.74012 a.u.
Kohn-Sham gap ... 9.83 eV
Multiplicity ... 1
Energy above the lowest of the compared OMol25 structures with the same formula, charge and spin ... 4.1048 eV
LUMO ... 1.1 eV
Total charge ... 0



No. 6
Molecular formula: C7H9N
Method: DFT, ωB97M-V/def2-TZVPD

Cartesian coordinates (Å):
C (-1.557, 0.079, -1.596)
C (-1.060, 0.743, -0.585)
N (-1.096, 1.153, 0.818)
C (-0.312, 1.790, 0.002)
C (0.519, 3.002, 0.055)
H (-1.188, 0.330, -2.539)
H (-2.222, -0.804, -1.522)
H (1.589, 2.617, 0.267)
H (0.221, 3.679, 0.877)
H (0.633, 3.404, -1.003)
C (0.173, -1.315, 2.076)
C (0.462, -2.075, 1.173)
C (0.836, -2.904, 0.002)
H (-0.043, -0.476, 2.780)
H (0.040, -2.860, -0.737)
H (1.177, -3.963, 0.268)
H (1.828, -2.401, -0.335)

Forces on the atoms, in the same order (eV/Å):
C -0.814 -1.645 0.709
C 0.481 1.403 1.423
N 0.737 0.020 -1.442
C -1.674 -0.557 0.825
C 2.311 -0.792 -0.978
H 0.491 0.204 -1.443
H 0.331 0.886 0.189
H -1.491 0.656 -0.071
H 0.082 -0.193 -0.781
H -0.488 0.088 1.571
C 0.185 0.464 -0.248
C -0.426 0.402 0.883
C 2.448 0.265 0.975
H 0.249 -1.544 -1.010
H 0.305 -0.180 -0.196
H -0.938 1.371 -0.271
H -1.790 -0.847 -0.135

Calculated values
Total energy ... -326.69020 a.u.
Kohn-Sham gap ... 9.61 eV
Multiplicity ... 1
Energy above the lowest of the compared OMol25 structures with the same formula, charge and spin ... 5.4632 eV
LUMO ... 0.8 eV
SMILES string ... C=C1N=C1C.C#CC
Total charge ... 0



No. 7
Molecular formula: C7H9N
Method: DFT, ωB97M-V/def2-TZVPD

Cartesian coordinates (Å):
C (-1.080, 0.000, 0.984)
C (-1.523, 0.395, -0.888)
C (-0.075, 0.066, -0.216)
C (0.734, -1.237, -0.249)
C (2.028, -0.971, -0.119)
C (2.124, 0.452, 0.163)
C (1.015, 1.130, -0.002)
H (-0.837, -0.593, 1.870)
H (-1.448, 1.196, 0.889)
H (-3.133, -0.643, 0.602)
H (-1.782, 1.445, -0.744)
H (-1.553, 0.188, -1.963)
H (0.668, -2.418, -0.453)
H (3.080, -1.467, -0.172)
H (3.178, 1.033, 0.263)
H (0.793, 2.155, -0.032)
N (-2.190, -0.732, 0.067)

Forces on the atoms, in the same order (eV/Å):
C -2.001 0.886 -1.277
C 0.646 -3.073 -1.835
C -1.834 0.313 1.555
C 0.349 -3.855 -2.036
C 2.731 1.464 0.895
C 4.999 2.770 -0.503
C -2.299 -2.146 -0.523
H 0.020 0.834 0.251
H 0.997 -3.132 2.548
H 1.743 0.672 -1.917
H -0.116 -0.167 0.248
H -0.427 -0.289 0.173
H -1.575 2.944 0.353
H -2.695 -0.089 0.174
H -2.495 -1.587 0.036
H 0.012 1.140 0.275
N 1.944 3.314 1.583

Calculated values
Total energy ... -326.67038 a.u.
Kohn-Sham gap ... 9.63 eV
Multiplicity ... 1
Energy above the lowest of the compared OMol25 structures with the same formula, charge and spin ... 6.0025 eV
LUMO ... 0.9 eV
Total charge ... 0



No. 8
Molecular formula: C7H9N2
Method: DFT, ωB97M-V/def2-TZVPD

Cartesian coordinates (Å):
C (3.549, -0.948, 0.377)
C (2.503, -0.652, -0.136)
C (1.373, -0.290, -0.992)
C (0.930, -0.939, -2.092)
N (0.430, 0.709, -0.259)
C (-0.657, 0.321, 0.266)
C (-1.391, 1.443, 0.907)
N (-1.264, -0.881, 0.143)
C (-1.493, -2.085, 0.522)
H (4.292, -1.325, 1.054)
H (0.043, -0.438, -2.553)
H (1.480, -1.632, -2.590)
H (0.507, 1.696, -0.402)
H (-0.489, 2.090, 1.242)
H (-1.972, 1.250, 1.895)
H (-2.130, 1.982, 0.203)
H (-2.298, -2.621, 0.000)
H (-0.928, -2.611, 1.296)

Forces on the atoms, in the same order (eV/Å):
C -0.465 -0.328 0.815
C -0.428 0.477 -1.527
C -0.803 -0.497 1.471
C -1.744 4.641 1.963
N 3.454 -2.334 -3.296
C -3.757 -2.170 1.382
C -0.665 1.977 2.181
N 0.551 -0.258 0.473
C 0.320 1.814 -0.801
H 0.110 0.242 -0.419
H 0.686 -1.064 0.203
H 1.427 -2.030 -1.215
H 0.616 0.441 0.005
H -2.053 -0.297 -0.505
H 1.010 -0.252 -1.917
H 1.423 -0.857 0.963
H 0.383 0.163 0.195
H -0.064 0.333 0.029

Calculated values
Total energy ... -381.24070 a.u.
Kohn-Sham gap ... 9.55 eV
Multiplicity ... 1
Energy above the lowest of the compared OMol25 structures with the same formula, charge and spin ... 4.4354 eV
LUMO ... -3.9 eV
SMILES string ... C#CC(=C)/[NH+]=C(/C)N=C
Total charge ... +1